C39H56O33 | the ωB97M-V functional and the def2-TZVPD basis

Lowest unoccupied orbital energy (spin up / spin down), eV: -3.47 / -10.10
Gap between HOMO and LUMO (spin up / spin down), eV: 8.4 / 1.8
Energy above the lowest of the compared OMol25 structures with the same formula, charge and spin, kJ/mol: 0.0
Charge: +1
E_HOMO (spin up / spin down), eV: -11.89 / -11.89
2S+1: 2
Energy, eV: -108903.5682

Each line ends with the Mulliken charge.
Atoms and positions in Å:
C  19.6742  -4.8120  14.6579  0.16
C  20.5697  -4.2336  15.8156  0.37
O  20.3020  -2.8278  15.5321  -0.19
C  19.1569  -2.7090  14.7909  0.49
O  18.6926  -1.5938  14.5220  -0.47
O  18.6966  -3.8520  14.3448  -0.34
H  19.0568  -5.6763  14.9024  -0.13
H  20.2547  -5.0481  13.7661  0.08
H  21.6103  -4.5169  15.6575  -0.07
H  20.0679  -4.5256  16.7381  0.09
C  21.1603  0.4325  16.0021  0.84
C  21.5823  1.0697  17.2697  -0.61
O  22.8156  0.5059  17.5433  -0.33
C  23.3160  -0.1364  16.4846  0.65
O  24.4064  -0.7045  16.4687  -0.60
O  22.3754  -0.1539  15.5294  -0.33
H  20.7537  1.2615  15.4229  -0.20
H  20.3211  -0.2622  16.0372  -0.09
H  20.8394  0.9570  18.0594  0.34
H  21.6452  2.1504  17.1424  0.36
C  17.5104  -9.8728  13.9818  -0.20
C  18.5380  -10.9743  14.3612  -0.34
O  19.7921  -10.3524  14.3287  -0.34
C  19.5550  -8.9803  14.3921  0.54
O  20.4643  -8.1534  14.4595  -0.44
O  18.2278  -8.6818  14.1715  -0.13
H  16.7381  -9.8814  14.7509  0.08
H  17.1132  -10.0221  12.9778  0.32
H  18.4377  -11.8288  13.6920  0.37
H  18.2409  -11.2476  15.3737  0.15
C  23.2923  -6.0652  13.4428  0.29
C  24.7027  -6.2666  13.7086  0.83
O  24.9819  -7.3088  12.8536  -0.40
C  23.9061  -7.4137  11.9180  0.48
O  23.9633  -8.1411  10.9494  -0.56
O  22.9852  -6.5595  12.2050  -0.35
H  23.0821  -4.9968  13.3945  0.24
H  22.8758  -6.5642  14.3178  -0.23
H  24.8522  -6.6961  14.6992  -0.56
H  25.3671  -5.4417  13.4513  0.23
C  21.5010  -3.6600  19.6903  0.64
C  21.6388  -2.3894  18.8536  -0.15
O  22.0343  -1.4520  19.7597  -0.30
C  21.7227  -1.8996  20.9561  0.39
O  22.0169  -1.3171  22.0101  -0.61
O  21.0481  -3.1285  20.8721  -0.34
H  22.4477  -4.2002  19.6994  0.05
H  20.6874  -4.2078  19.2147  -0.10
H  20.7724  -1.8692  18.4452  0.15
H  22.3679  -2.6123  18.0747  0.20
C  17.6603  -2.7737  10.6175  -1.49
C  16.1792  -2.7468  10.1457  0.81
C  15.4997  -1.4280  10.6746  0.30
O  14.9876  -0.7706  9.5149  -0.43
C  15.3797  -1.3982  8.3651  0.56
O  15.3562  -1.0228  7.1958  -0.53
O  16.1581  -2.4929  8.7536  -0.41
H  17.8481  -2.7801  11.6912  0.32
H  18.0514  -1.8073  10.2994  0.40
H  18.2562  -3.4611  10.0170  0.36
H  15.7670  -3.7008  10.4744  0.15
H  16.0867  -0.6557  11.1717  -0.15
H  14.6697  -1.6496  11.3456  0.10
C  21.9403  -8.1049  17.4261  -1.61
C  20.4213  -8.2520  17.9056  1.79
C  20.4037  -9.1536  19.1001  -0.15
O  19.6750  -8.3665  20.0101  -0.36
C  19.3841  -7.1246  19.6100  0.51
O  18.7724  -6.2279  20.2079  -0.61
O  19.9390  -6.9944  18.3456  -0.07
H  22.2856  -8.9282  16.8007  0.59
H  22.6879  -7.8518  18.1778  0.75
H  21.9770  -7.3301  16.6603  -0.27
H  19.7319  -8.5333  17.1095  -0.95
H  21.4029  -9.5585  19.2605  0.33
H  19.7528  -9.9997  18.8798  -0.04
C  26.4239  -8.3299  17.8136  -1.46
C  26.1399  -6.8418  18.0998  0.43
C  26.4583  -6.0449  16.8767  -0.72
O  25.5234  -5.0407  16.7770  -0.26
C  24.4150  -5.5607  17.4965  0.29
O  23.3410  -5.0871  17.4343  0.07
O  24.7406  -6.6738  18.1906  -0.28
H  27.5018  -8.4788  17.8771  0.42
H  26.1564  -8.5517  16.7805  0.37
H  25.9100  -8.9633  18.5367  0.32
H  26.6825  -6.5140  18.9865  0.32
H  26.6654  -6.7293  16.0540  0.29
H  27.3843  -5.4900  17.0274  0.40
C  16.8565  -10.4864  19.1773  -1.04
C  16.1063  -9.4446  18.3241  0.34
C  15.3257  -8.3277  19.0071  -0.53
O  15.4370  -7.3176  18.0409  -0.34
C  16.4858  -7.5758  17.2445  0.29
O  16.8377  -6.9679  16.2767  -0.26
O  16.9602  -8.8060  17.4979  -0.22
H  16.5080  -10.4986  20.2100  0.44
H  17.9425  -10.5420  19.1020  -0.05
H  16.7048  -11.5492  18.9888  0.36
H  15.5313  -9.8672  17.5002  0.37
H  15.7101  -8.2932  20.0265  0.37
H  14.2755  -8.6182  18.9801  0.31
C  14.9172  -5.1255  13.1887  -1.36
C  14.7438  -4.0179  14.1113  0.37
C  15.5603  -4.0093  15.3716  0.08
O  15.9376  -2.6982  15.4868  -0.26
C  15.7323  -2.0456  14.3346  0.40
O  15.9642  -0.8809  14.0023  -0.48
O  15.1046  -2.8549  13.5045  -0.20
H  15.2303  -6.1291  13.4765  0.26
H  15.7524  -4.9551  12.5094  0.19
H  14.1329  -5.3165  12.4562  0.42
H  13.7513  -3.6623  14.3880  0.42
H  16.4558  -4.6282  15.4267  -0.13
H  14.8529  -4.2501  16.1651  0.29
C  18.4735  1.3513  12.4523  -1.13
C  17.2569  2.2793  12.7428  0.50
C  16.6226  2.0946  14.0721  -0.12
O  16.4793  3.4265  14.5282  -0.29
C  17.2647  4.2425  13.8530  0.64
O  17.4740  5.4113  14.1113  -0.07
O  17.8330  3.5272  12.8864  -0.31
H  19.1271  1.6019  13.2879  0.30
H  18.9762  1.7359  11.5649  0.38
H  18.3353  0.2925  12.2334  0.21
H  16.4526  2.2495  12.0078  0.40
H  17.2147  1.3436  14.5952  0.18
H  15.5711  1.8172  13.9976  0.27

Atomic forces in eV per Å
0.53 -2.48 0.36
-2.53 -0.23 -2.16
-0.40 -0.24 0.10
0.32 4.25 -0.27
0.91 -2.66 0.66
-0.01 0.93 0.16
0.68 -0.38 0.32
0.04 0.13 -0.06
-0.15 0.39 0.54
0.77 0.17 0.39
-0.88 0.24 -0.66
-1.18 1.06 0.84
1.29 0.05 1.47
2.02 -1.79 0.54
-2.97 1.70 -0.36
-0.35 -0.13 -1.39
0.58 -0.22 -1.06
0.55 -0.60 0.22
0.39 -0.51 0.38
0.56 0.12 0.01
0.00 -1.23 0.75
-1.99 -0.15 0.08
-0.34 1.97 0.35
2.05 1.26 -1.43
-2.69 -2.10 0.30
2.19 0.21 0.15
-0.39 0.00 -0.46
0.06 0.57 -0.02
0.55 0.06 0.09
0.65 -0.46 0.16
-1.60 3.16 2.72
2.29 -0.14 0.33
-0.95 -2.10 -2.79
3.76 -3.00 -2.49
-0.34 1.26 2.04
-1.51 -0.07 -0.37
-0.50 -0.04 0.52
-1.57 -0.09 -0.62
0.26 0.82 0.25
0.04 0.22 0.44
-1.65 0.30 -2.92
-0.04 -1.14 -2.33
1.72 1.34 1.47
0.55 1.19 5.00
-1.36 -1.97 -3.28
1.12 1.70 2.00
-0.10 -0.09 0.46
0.26 -0.75 0.33
-0.73 -1.26 -0.65
0.20 0.63 -0.10
-0.08 1.21 -1.25
1.66 2.00 1.35
-1.06 -0.74 0.23
-0.58 -0.20 -1.68
2.39 0.30 -1.24
-0.85 -0.96 3.83
-0.87 -0.38 -1.04
-0.37 -0.62 0.02
0.16 0.26 -0.04
-0.14 -0.51 0.48
-0.90 0.25 -0.55
0.68 -0.59 0.09
-0.04 0.03 -0.13
-1.54 0.56 -1.33
2.90 0.51 -1.67
-1.71 -0.59 -1.61
-0.30 -0.04 2.91
-0.20 2.31 -0.33
1.93 -3.33 -1.89
-0.81 0.90 1.33
-0.23 -0.68 0.52
-0.53 -0.19 0.32
-0.13 0.49 0.21
0.39 -0.32 -0.14
-0.07 0.62 1.39
0.26 -0.24 0.14
0.30 0.79 0.40
0.81 -2.21 -0.55
3.89 0.62 0.53
-3.27 -1.10 0.83
1.25 0.42 -0.99
-1.11 0.52 0.12
-0.58 1.31 0.01
0.03 -0.18 0.18
-0.36 -0.24 0.18
0.11 -0.09 -0.16
-0.47 0.19 0.20
-0.87 0.42 -0.69
0.43 -0.34 -0.07
-0.63 -1.07 0.55
-1.05 -3.11 0.33
-0.82 -2.77 -0.23
0.82 1.67 0.37
-0.09 -0.52 -1.71
-0.10 0.78 0.72
3.66 2.70 -1.03
0.43 0.70 0.26
-0.07 1.21 0.20
-0.92 0.00 -1.00
-1.36 -1.23 0.99
0.06 1.55 -0.03
0.02 0.14 0.63
0.45 -2.42 -2.67
-1.33 -0.41 1.48
-0.57 -2.10 0.86
1.07 3.41 0.33
0.06 2.45 -0.93
-0.14 -2.13 1.54
1.67 2.42 -2.81
-0.44 0.12 1.28
0.36 0.79 0.13
-0.55 0.36 0.36
-0.89 -1.74 0.26
-0.28 -0.28 -0.25
0.53 -0.21 0.41
-0.14 1.38 -0.41
-0.61 -3.39 -1.27
-1.04 -1.98 -0.62
0.28 3.20 2.05
-0.66 -6.84 -1.33
0.37 2.32 0.40
1.52 5.11 -0.26
0.29 -0.85 0.04
-0.04 0.18 -0.08
-0.56 0.07 0.76
0.49 0.47 -0.64
-0.21 0.66 1.30
0.24 -0.71 0.12